Entry 1:
A molecular structure, C21H52Cl2FeOP2Si in a non-equilibrium geometry, computed with wB97M-V/def2-TZVPD.

Last column: Mulliken spin population.
Atoms and positions in Å:
Fe1 0.4669 0.5635 -0.0552  3.59
Cl1 1.9395 -0.8990 -0.9422  0.17
P1 0.9001 2.0584 -1.4736  -0.15
C1 0.9524 1.4307 -3.2220  -0.03
C2 -0.3096 3.4715 -1.4151  0.03
C3 2.5962 2.6921 -1.0978  0.02
C4 0.0839 0.1843 -3.4556  0.04
H1 2.0100 1.1312 -3.3317  0.00
C5 0.6248 2.5167 -4.2497  0.00
H2 -0.4471 2.7550 -4.2511  0.00
H3 0.8811 2.1329 -5.2462  0.00
H4 1.1895 3.4426 -4.0958  0.00
H5 0.5804 -0.7099 -3.0630  0.00
H6 -0.0801 0.0409 -4.5315  0.00
H7 -0.8922 0.2449 -2.9545  -0.01
H8 3.2100 1.7903 -1.2792  0.01
C6 2.7983 3.1166 0.3680  0.05
C7 2.9878 3.7883 -2.0903  0.00
H9 3.1003 3.3943 -3.1063  0.00
H10 3.9518 4.2162 -1.7877  0.00
H11 2.2493 4.6033 -2.1073  0.00
H12 2.0997 2.6286 1.0663  0.00
H13 2.6985 4.2025 0.4929  0.00
H14 3.8104 2.8240 0.6826  0.01
C8 -1.7278 2.9103 -1.5460  -0.01
H15 -0.0660 4.0831 -2.2982  -0.01
C9 -0.1872 4.3285 -0.1522  0.01
H16 -1.9236 2.4548 -2.5245  0.00
H17 -2.4579 3.7141 -1.3856  0.00
H18 -1.9114 2.1440 -0.7771  0.01
H19 -0.2578 3.7072 0.7519  0.00
H20 -1.0286 5.0326 -0.1281  0.00
H21 0.7428 4.9046 -0.1181  0.00
Cl2 -0.6988 1.3936 1.5949  0.16
H22 1.6668 0.7007 0.9243  0.29
P2 0.9299 -2.1535 1.8839  0.29
C10 2.6936 -2.4722 2.1669  0.05
C11 -0.0146 -1.9463 3.4247  0.14
C12 0.2872 -3.4440 0.7468  0.08
C13 3.5522 -1.2026 2.2562  0.08
H23 2.9879 -3.0230 1.2556  0.00
C14 2.8504 -3.3764 3.3853  0.04
H24 2.7072 -2.8176 4.3186  0.00
H25 3.8757 -3.7612 3.3865  0.00
H26 2.1743 -4.2390 3.3733  0.00
H27 3.6141 -0.7070 1.2831  0.00
H28 4.5671 -1.4883 2.5638  0.00
H29 3.1585 -0.4866 2.9904  -0.01
H30 1.0316 -3.4316 -0.0709  0.01
C15 -1.0733 -3.1665 0.1212  0.03
C16 0.3340 -4.7770 1.4840  0.03
H31 1.3599 -5.1223 1.6377  0.00
H32 -0.1802 -5.5361 0.8852  0.00
H33 -0.1766 -4.7207 2.4569  0.00
H34 -1.1929 -2.1002 -0.2411  0.00
H35 -1.8953 -3.3934 0.8114  0.00
H36 -1.1888 -3.8043 -0.7672  0.00
C17 0.5450 -0.7781 4.2427  0.01
H37 0.1771 -2.9039 3.9271  0.02
C18 -1.5116 -1.7663 3.1700  -0.01
H38 1.5876 -0.9215 4.5485  0.00
H39 -0.0631 -0.6706 5.1497  0.00
H40 0.4547 0.1526 3.6648  0.00
H41 -1.6783 -0.8856 2.5322  0.01
H42 -2.0065 -1.5798 4.1319  0.00
H43 -1.9781 -2.6448 2.7126  0.00
C19 -4.2914 -2.2283 -0.8291  0.00
Si1 -3.3530 -0.6002 -1.0897  0.00
C20 -3.7691 -0.0641 -2.8669  0.00
C21 -4.1727 0.6481 0.0855  0.00
O1 -1.7743 -0.7102 -0.8736  0.06
H44 -5.3386 -2.1175 -1.1426  0.00
H45 -4.2923 -2.5382 0.2250  0.00
H46 -3.8519 -3.0427 -1.4192  0.00
H47 -4.8420 -0.2071 -3.0674  0.00
H48 -3.5373 0.9925 -3.0607  0.00
H49 -3.2098 -0.6689 -3.5946  0.00
H50 -3.8218 0.4996 1.1176  0.00
H51 -3.9610 1.6916 -0.1849  0.00
H52 -5.2660 0.5202 0.0734  0.00

Values from the calculation:
calculated total energy = -4062.92064 hartree
frontier orbital gap (alpha / beta) = 5.29 / 5.23 eV
total charge = -1
energy above the lowest of the compared OMol25 structures with the same formula, charge and spin = 0.000 eV
highest occupied orbital energy (alpha / beta) = -2.7 / -4.3 eV
F_max = 4.13 eV/A
2S+1 = 6

---

Entry 2:
A molecular structure, C19H25N3PZr in a non-equilibrium geometry, computed with wB97M-V/def2-TZVPD.

Last column: natural (NBO) charge in e.
Atoms and positions in Å:
C1 -1.8788 0.9619 -4.7148  -0.79
Zr1 0.2943 0.2647 -2.9594  1.05
N1 2.3971 0.0611 -1.7585  -1.08
N2 1.6193 -0.6084 -4.9587  -1.11
H1 2.2071 -0.7747 -1.2308  0.41
H2 -0.9418 1.4232 -4.1270  0.13
H3 -2.7767 1.4879 -4.3513  0.27
H4 -1.9861 -0.1120 -4.3812  0.22
H5 -1.7530 1.2185 -5.7021  0.24
H6 1.9739 -1.5254 -4.7707  0.40
H7 2.3614 0.0098 -5.2252  0.40
H8 0.9356 -0.6472 -5.6822  0.39
H9 3.1518 0.0423 -2.3134  0.38
H10 2.2853 0.8702 -1.1740  0.42
N3 -0.3969 0.8674 -1.2260  -1.41
P1 -0.3586 0.2876 0.3422  1.74
C2 -1.7135 -0.9237 0.5362  -0.44
C3 -2.7409 -0.7391 1.4953  -0.17
C4 -3.7575 -1.6696 1.6430  -0.21
C5 -3.7973 -2.7967 0.8325  -0.17
C6 -2.8165 -2.9885 -0.1329  -0.24
C7 -1.7995 -2.0685 -0.2796  -0.12
C8 1.2593 -0.4511 0.9036  -0.32
C9 1.4667 -1.8283 1.0648  -0.24
C10 2.6787 -2.3396 1.4719  -0.21
C11 3.7476 -1.5044 1.7486  -0.18
C12 3.5763 -0.1281 1.6160  -0.22
C13 2.3686 0.3814 1.2025  -0.23
C14 -0.4743 1.5853 1.6207  -0.44
C15 -0.3737 1.2385 2.9825  -0.13
C16 -0.3449 2.1938 3.9862  -0.23
C17 -0.4155 3.5466 3.6515  -0.17
C18 -0.5119 3.9177 2.3260  -0.22
C19 -0.5377 2.9690 1.3158  -0.17
H11 -2.7153 0.1469 2.1455  0.23
H12 -4.5307 -1.5080 2.4127  0.23
H13 -4.6072 -3.5344 0.9601  0.23
H14 -2.8481 -3.8896 -0.7754  0.23
H15 -1.0118 -2.2291 -1.0541  0.22
H16 0.6237 -2.5283 0.8571  0.24
H17 2.8136 -3.4410 1.5872  0.23
H18 4.7190 -1.9134 2.0738  0.23
H19 4.4293 0.5476 1.8467  0.23
H20 2.2575 1.4900 1.1164  0.23
H21 -0.2916 0.1736 3.2602  0.21
H22 -0.2565 1.8854 5.0403  0.23
H23 -0.3831 4.3023 4.4559  0.23
H24 -0.5560 4.9989 2.0670  0.23
H25 -0.5906 3.2773 0.2552  0.24

Values from the calculation:
calculated total energy = -1291.40634 hartree
frontier orbital gap (alpha / beta) = 6.02 / 6.01 eV
total charge = +1
energy above the lowest of the compared OMol25 structures with the same formula, charge and spin = 0.000 eV
highest occupied orbital energy (alpha / beta) = -8.4 / -8.4 eV
F_max = 4.61 eV/A

---

Entry 3:
4 unconnected molecules or ions with the total composition C2H12N2O3 in a non-equilibrium geometry, computed with wB97M-V/def2-TZVPD.

Last column: natural (NBO) charge in e.
Atoms and positions in Å:
N1 -0.0161 0.8586 2.4100  -0.83
C1 -0.1963 1.5042 1.1709  -0.09
C2 -1.0549 1.2117 0.2001  -0.11
N2 -0.8272 1.7213 -1.0972  -0.84
H1 0.3234 1.3784 3.2041  0.37
H2 -0.7645 0.2882 2.7749  0.37
H3 0.5772 2.2591 1.1423  0.19
H4 -1.8647 0.4993 0.2858  0.19
H5 -1.6312 1.9964 -1.6360  0.37
H6 -0.0715 2.3777 -1.1220  0.37
O1 2.8115 0.3529 -0.2960  -0.94
H7 2.1297 0.0855 0.3270  0.47
H8 2.3057 0.3396 -1.1178  0.46
O2 -1.1993 -2.1543 -2.2127  -0.94
H9 -0.6825 -1.3857 -1.9771  0.49
H10 -1.5346 -2.5942 -1.4402  0.46
O3 0.1397 -2.4368 0.3438  -0.93
H11 1.0448 -2.4153 0.0345  0.47
H12 -0.2825 -3.0617 -0.2426  0.46

Values from the calculation:
calculated total energy = -418.58719 hartree
frontier orbital gap = 7.97 eV
total charge = 0
energy above the lowest of the compared OMol25 structures with the same formula, charge and spin = 1.411 eV
highest occupied orbital energy = -7.4 eV
SMILES = N/C=C/N.O.O.O
F_max = 1.64 eV/A

---

Entry 4:
2 unconnected molecules or ions with the total composition C5H12NO2S in a non-equilibrium geometry, computed with wB97M-V/def2-TZVPD.

Last column: natural (NBO) charge in e.
Atoms and positions in Å:
C1 -0.4534 0.6023 -0.7065  -0.51
C2 1.1657 -1.6936 0.8095  -0.68
C3 1.2781 2.3423 -0.0658  -0.59
C4 0.9407 -1.1999 -0.5806  -0.43
C5 0.0750 1.5181 0.3879  -0.53
N1 -2.4704 -1.2507 -1.0748  -1.05
O1 -2.9365 0.8888 0.1766  -1.00
O2 -1.7452 -0.9207 1.3202  -1.01
S1 -1.8830 -0.1168 0.1064  2.15
H1 1.8288 -1.0270 1.3604  0.19
H2 0.2175 -1.7601 1.3381  0.25
H3 1.6276 -2.6928 0.8027  0.18
H4 1.5897 3.0385 0.7162  0.18
H5 2.1111 1.6846 -0.3015  0.19
H6 1.0256 2.9095 -0.9601  0.20
H7 1.8131 -0.7960 -1.0824  0.17
H8 0.3957 -1.8836 -1.2207  0.16
H9 -0.7466 2.1967 0.6564  0.21
H10 0.3353 0.9709 1.3043  0.18
H11 -2.3365 -0.7779 -1.9582  0.37
H12 -1.8323 -2.0325 -1.0280  0.36

Values from the calculation:
calculated total energy = -801.04257 hartree
frontier orbital gap = 7.14 eV
total charge = -1
energy above the lowest of the compared OMol25 structures with the same formula, charge and spin = 3.934 eV
highest occupied orbital energy = -3.3 eV
F_max = 3.16 eV/A

---

Entry 5:
A molecular structure, C2H6CsO in a non-equilibrium geometry, computed with wB97M-V/def2-TZVPD.

Last column: Mulliken spin population.
Atoms and positions in Å:
Cs1 0.5787 0.6791 -3.5025  0.00
C1 0.5661 -0.6735 0.6133  0.19
C2 -0.6660 0.0265 -0.0105  0.06
O1 -0.8969 1.1376 0.8009  0.69
H1 0.3686 -0.7410 1.6831  0.00
H2 1.5108 -0.1353 0.5357  0.00
H3 0.5927 -1.6504 0.1305  0.03
H4 -1.4899 -0.6840 0.0560  0.00
H5 -0.4448 0.3462 -1.0288  0.06
H6 -0.1192 1.6949 0.7224  -0.01

Values from the calculation:
calculated total energy = -174.43919 hartree
frontier orbital gap (alpha / beta) = 14.43 / 8.33 eV
total charge = +2
energy above the lowest of the compared OMol25 structures with the same formula, charge and spin = 0.295 eV
highest occupied orbital energy (alpha / beta) = -22.3 / -22.2 eV
F_max = 1.75 eV/A
2S+1 = 2

---

Entry 6:
2 unconnected molecules or ions with the total composition C4H8NS in a non-equilibrium geometry, computed with wB97M-V/def2-TZVPD.

Last column: natural (NBO) charge in e.
Atoms and positions in Å:
C1 0.1879 -0.3686 -1.0660  0.10
C2 0.9592 2.0832 -0.7004  -0.25
C3 0.1804 1.6998 0.5446  -0.24
C4 -1.0817 -2.2810 0.0904  -0.31
N1 0.3489 0.7395 -0.5253  -0.34
S1 -1.4204 -1.9350 1.6941  0.27
H1 0.7262 -0.4593 -1.9544  0.17
H2 0.7760 2.8303 -1.4643  0.26
H3 2.0288 1.9137 -0.5857  0.23
H4 0.7117 1.4920 1.5921  0.25
H5 -0.8985 2.0283 0.8420  0.26
H6 -1.8509 -2.1566 -0.5144  0.21
H7 -0.2732 -2.8797 -0.1376  0.23
H8 -0.3946 -2.7067 2.1849  0.16

Values from the calculation:
calculated total energy = -609.69350 hartree
frontier orbital gap = 7.99 eV
total charge = +1
energy above the lowest of the compared OMol25 structures with the same formula, charge and spin = 4.801 eV
highest occupied orbital energy = -13.0 eV
F_max = 4.44 eV/A